Formula: C16H19BMgN6
Source: the OMol25 dataset
Level of theory: ωB97M-V/def2-TZVPD

## Properties
largest force on an atom: 0.090 Eh/bohr
LUMO energy: 0.361 eV
gap between HOMO and LUMO: 0.276 Eh
energy: -31963.5068 eV
total charge: 0
relative energy (zero: lowest compared OMol25 entry of this formula, charge and spin): 0.0 kcal/mol

Element x y z (Å)
H1 1.7921 -0.7538 -2.4029
N1 0.9438 0.7159 -1.1529
B1 -0.1773 2.8338 -0.2748
N2 0.5796 2.0399 -1.3833
C1 0.9863 2.4242 -2.6233
Mg1 0.3783 -0.3269 0.5993
H2 0.8583 3.4182 -3.0143
C2 1.5955 1.3201 -3.2360
H3 2.0432 1.2877 -4.2312
C3 1.5078 0.2817 -2.2932
H4 -0.4348 3.9371 -0.6471
C4 0.4724 -1.4352 2.6731
H5 0.5631 -2.5096 2.7057
H6 -0.6297 -1.2890 2.6540
H7 0.8029 -0.8131 3.5018
N3 0.7101 2.7765 0.9991
N4 -1.4328 2.0202 0.1196
N5 1.0923 1.5232 1.4613
N6 -1.3148 0.7077 0.5423
C5 1.2665 3.7515 1.7612
C6 -2.7349 2.3720 0.0798
H8 1.1214 4.8087 1.5643
H9 -3.0550 3.3453 -0.2066
C7 2.0390 3.1218 2.7505
C8 -3.4890 1.2525 0.4424
C9 1.9106 1.7414 2.5068
C10 -2.5642 0.2335 0.6801
H10 2.6247 3.5991 3.5376
H11 -4.5733 1.2127 0.4937
H12 2.3456 0.8797 2.9801
H13 -2.7178 -0.8113 0.8997
H14 1.2145 -1.2316 1.8190
C11 -0.5704 -4.8674 -1.7080
C12 -1.5449 -4.2588 -0.9105
C13 -1.2617 -3.0040 -0.3249
C14 -0.0087 -2.4762 -0.5052
C15 0.9356 -3.0442 -1.3183
C16 0.6863 -4.2820 -1.9452
H15 -0.7716 -5.8568 -2.1170
H16 -2.5336 -4.6965 -0.6680
H17 -2.0671 -2.5858 0.2613
H18 1.9200 -2.6395 -1.5151
H19 1.4917 -4.7226 -2.5550

---

Formula: C16H19BN6Pt
Source: the OMol25 dataset
Level of theory: ωB97M-V/def2-TZVPD

## Properties
largest force on an atom: 0.081 Eh/bohr
LUMO energy (spin up / spin down): -5.787 / -10.218 eV
gap between HOMO and LUMO (spin up / spin down): 0.214 / 0.184 Eh
energy: -29741.5066 eV
total charge: +2
multiplicity: 5
relative energy (zero: lowest compared OMol25 entry of this formula, charge and spin): 0.0 kcal/mol

Element x y z (Å)
H1 1.0284 -1.6655 -1.9383
N1 -0.6243 -0.4589 -1.3119
B1 -3.0262 0.4425 -0.9078
N2 -1.9964 -0.5717 -1.4931
C1 -2.2461 -1.6889 -2.2017
Pt1 0.3525 1.1500 -0.3644
H2 -3.2693 -1.9523 -2.4109
C2 -1.0334 -2.2854 -2.5163
H3 -0.8769 -3.1957 -3.0617
C3 -0.0423 -1.5166 -1.9315
H4 -4.0984 0.2814 -1.4138
C4 1.5851 2.7402 -0.3897
H5 2.1385 2.7331 -1.3485
H6 2.2839 2.6115 0.4635
H7 0.9967 3.6580 -0.2564
N3 -2.4227 1.8178 -1.3387
N4 -3.0370 0.2600 0.6289
N5 -1.0734 2.1313 -1.2080
N6 -1.8549 -0.0988 1.2284
C5 -2.9951 2.7635 -2.1155
C6 -3.9553 0.3857 1.6028
H8 -4.0451 2.6987 -2.3689
H9 -4.9846 0.5820 1.3506
C7 -2.0303 3.6977 -2.4788
C8 -3.3521 0.1079 2.8320
C9 -0.8311 3.2620 -1.9299
C10 -2.0153 -0.1932 2.5566
H10 -2.1478 4.5930 -3.0622
H11 -3.8363 0.1591 3.7848
H12 0.1788 3.6330 -2.0374
H13 -1.1579 -0.4677 3.1607
H14 -1.1004 -0.4783 0.6541
C11 4.5411 -1.3014 -0.6011
C12 3.8240 -1.3212 0.5981
C13 2.5936 -0.6321 0.7143
C14 2.1221 0.0703 -0.3913
C15 2.8317 0.1061 -1.5900
C16 4.0480 -0.5877 -1.7008
H15 5.4831 -1.8444 -0.6984
H16 4.2109 -1.8719 1.4533
H17 2.0344 -0.6140 1.6469
H18 2.4309 0.7048 -2.4053
H19 4.5847 -0.5454 -2.6476

---

Formula: C16H19BN6SZr
Source: the OMol25 dataset
Level of theory: ωB97M-V/def2-TZVPD

## Properties
largest force on an atom: 0.066 Eh/bohr
LUMO energy: -9.136 eV
gap between HOMO and LUMO: 0.156 Eh
energy: -38615.7488 eV
total charge: +2
relative energy (zero: lowest compared OMol25 entry of this formula, charge and spin): 0.0 kcal/mol

Element x y z (Å)
H1 -2.7823 -2.7730 0.4743
N1 -1.5998 -1.7145 -0.9808
B1 0.0759 -1.1362 -2.8513
N2 -0.8520 -2.1230 -2.0545
C1 -1.2440 -3.3704 -2.3947
Zr1 -2.9202 -0.1304 -0.6912
H2 -0.8861 -3.8475 -3.3004
C2 -2.1204 -3.8417 -1.4190
H3 -2.5676 -4.8176 -1.3510
C3 -2.3258 -2.7990 -0.5143
H4 0.1017 -1.5331 -4.0007
C4 2.5558 1.9381 2.5982
H5 2.1322 2.7774 3.1556
H6 1.7390 1.2869 2.2737
H7 3.0819 2.3192 1.7191
N3 1.6166 -1.1410 -2.4149
N4 -0.6322 0.2576 -2.8465
N5 2.0320 -0.7555 -1.1661
N6 -1.3916 0.7235 -1.8022
C5 2.7123 -1.4780 -3.1571
C6 -0.7837 1.0959 -3.8923
H8 2.6165 -1.8139 -4.1824
H9 -0.3916 0.8480 -4.8720
C7 3.8519 -1.3091 -2.3700
C8 -1.4934 2.2167 -3.4596
C9 3.3662 -0.8494 -1.1214
C10 -1.8413 1.9924 -2.1259
H10 4.8787 -1.4809 -2.6258
H11 -1.7293 3.0972 -4.0189
H12 3.9548 -0.5996 -0.2448
H13 -2.2397 2.6500 -1.3622
H14 3.2117 1.4094 3.2062
S1 -2.5177 0.7401 1.4806
C11 -1.6043 1.0013 2.8854
C12 -1.5310 2.3124 3.4383
C13 -0.6854 2.5553 4.5137
C14 0.0212 1.5045 5.1163
C15 -0.1119 0.1975 4.6266
C16 -0.9629 -0.0735 3.5618
H15 -2.1529 3.1044 3.0133
H16 -0.5671 3.5738 4.8885
H17 0.6731 1.7058 5.9675
H18 0.4491 -0.6224 5.0792
H19 -1.1364 -1.0977 3.2219